A molecular structure, C22H15Cl4CsN2O4Se in a non-equilibrium geometry, computed with wB97M-V/def2-TZVPD.

Cartesian coordinates (Å):
1 Cs -2.48 1.02 1.26
2 Cl -4.69 0.17 8.25
3 C -4.60 0.75 6.58
4 C -5.44 1.73 6.14
5 Cl -6.65 2.44 7.21
6 C -5.33 2.17 4.79
7 Cl -6.41 3.45 4.20
8 C -4.41 1.67 3.86
9 O -4.31 2.09 2.65
10 C -3.51 0.59 4.35
11 O -2.65 0.07 3.53
12 C -3.65 0.20 5.68
13 Cl -2.55 -1.07 6.25
14 Se 1.54 -2.46 2.36
15 N 1.25 -0.83 1.78
16 C 2.09 -0.62 0.80
17 C 2.12 0.60 -0.01
18 C 3.03 0.69 -0.98
19 C 3.99 -0.38 -1.24
20 C 3.99 -1.54 -0.56
21 C 3.00 -1.71 0.50
22 N 2.88 -2.79 1.24
23 H 1.36 1.35 0.16
24 H 3.05 1.57 -1.61
25 H 4.71 -0.24 -2.04
26 H 4.68 -2.34 -0.78
27 C 3.34 -1.35 -4.52
28 C 2.14 -0.87 -3.74
29 C 1.64 0.41 -3.93
30 C 0.57 0.91 -3.18
31 C 0.05 2.30 -3.44
32 C -0.01 0.09 -2.20
33 C 0.46 -1.22 -2.02
34 C -0.19 -2.16 -1.03
35 C 1.54 -1.67 -2.78
36 C -1.13 0.62 -1.30
37 O -2.19 -0.03 -1.26
38 O -0.84 1.66 -0.64
39 H 3.36 -0.91 -5.52
40 H 3.34 -2.43 -4.63
41 H 4.28 -1.08 -4.03
42 H 2.08 1.06 -4.69
43 H 0.72 2.84 -4.12
44 H -0.05 2.85 -2.50
45 H -0.94 2.27 -3.90
46 H -1.21 -2.38 -1.33
47 H -0.28 -1.71 -0.04
48 H 0.38 -3.08 -0.94
49 H 1.91 -2.68 -2.62

Gap between HOMO and LUMO (Ha): 0.1479
Charge: -2
Lowest unoccupied orbital energy (eV): 3.526
E_tot (Eh): -5520.24137
2S+1: 1